1.
{"formula": "C46H45AsBBrN7O4PtS", "method": "ωB97M-V with the def2-TZVPD basis set", "homo_lumo_gap_ha": 0.29001, "e_above_lowest_ev": 0.943, "charge": 1, "homo_ev": -10.8, "e_tot_ev": -212690.013, "lumo_energy_ev": -2.906, "largest_force_ev_per_a": 0.3, "elements": ["Pt", "C", "C", "C", "C", "C", "N", "N", "B", "N", "N", "C", "C", "C", "C", "C", "N", "N", "C", "C", "C", "C", "C", "H", "H", "H", "H", "H", "H", "H", "H", "H", "H", "H", "H", "H", "H", "H", "H", "H", "H", "H", "H", "H", "H", "O", "C", "N", "S", "O", "O", "C", "C", "C", "C", "C", "C", "H", "H", "H", "H", "O", "As", "C", "C", "C", "C", "C", "C", "C", "C", "C", "C", "C", "C", "C", "C", "C", "C", "C", "C", "H", "H", "H", "H", "H", "H", "H", "H", "H", "H", "H", "H", "H", "H", "H", "Br", "C", "C", "C", "C", "C", "C", "H", "H", "H", "H"], "xyz": [[0.962, 0.471, 0.904], [2.134, -2.907, 2.268], [1.213, -1.965, 2.958], [0.628, -2.284, 4.185], [-0.337, -1.329, 4.418], [-1.295, -1.208, 5.552], [-0.304, -0.466, 3.392], [0.655, -0.836, 2.498], [-1.444, 0.435, 2.901], [-0.895, 1.846, 2.705], [0.051, 2.088, 1.762], [0.114, 3.425, 1.587], [0.964, 4.241, 0.671], [-0.799, 4.017, 2.454], [-1.426, 2.996, 3.134], [-2.503, 3.070, 4.162], [-1.947, -0.084, 1.544], [-1.115, -0.209, 0.473], [-1.829, -0.718, -0.522], [-1.265, -0.976, -1.872], [-3.140, -0.942, -0.092], [-3.178, -0.526, 1.221], [-4.323, -0.534, 2.177], [2.665, -3.495, 3.016], [1.523, -3.586, 1.674], [2.856, -2.457, 1.604], [0.878, -3.126, 4.807], [-1.021, -1.912, 6.334], [-1.287, -0.203, 5.972], [-2.314, -1.431, 5.233], [-2.324, 0.451, 3.699], [1.980, 3.885, 0.556], [0.498, 4.307, -0.313], [0.999, 5.252, 1.074], [-0.966, 5.075, 2.563], [-2.655, 4.109, 4.446], [-3.445, 2.681, 3.776], [-2.244, 2.501, 5.053], [-0.215, -1.239, -1.785], [-1.794, -1.798, -2.352], [-1.363, -0.090, -2.503], [-3.951, -1.351, -0.669], [-5.210, -0.913, 1.673], [-4.122, -1.172, 3.038], [-4.542, 0.467, 2.547], [-0.838, 2.137, -1.282], [0.347, 2.194, -1.507], [1.339, 1.673, -0.692], [2.875, 1.980, -1.249], [3.578, 2.937, -0.450], [3.558, 0.738, -1.505], [2.326, 2.745, -2.731], [3.096, 3.235, -3.765], [2.416, 3.825, -4.824], [1.026, 3.922, -4.823], [0.273, 3.425, -3.766], [0.950, 2.829, -2.717], [4.175, 3.161, -3.754], [2.977, 4.221, -5.660], [0.528, 4.394, -5.659], [-0.807, 3.491, -3.748], [1.649, -1.137, -0.209], [2.613, -1.940, -1.347], [2.464, -1.327, -3.164], [3.310, -1.920, -4.093], [3.215, -1.564, -5.431], [2.278, -0.624, -5.836], [1.435, -0.036, -4.904], [1.528, -0.389, -3.566], [1.773, -3.675, -1.443], [2.062, -4.706, -0.551], [1.383, -5.910, -0.637], [0.411, -6.094, -1.611], [0.125, -5.074, -2.506], [0.807, -3.869, -2.427], [4.481, -2.283, -0.995], [4.946, -3.553, -1.347], [6.289, -3.869, -1.205], [7.175, -2.924, -0.710], [6.721, -1.655, -0.385], [5.384, -1.324, -0.541], [4.053, -2.647, -3.786], [3.877, -2.020, -6.154], [2.206, -0.348, -6.880], [0.707, 0.704, -5.213], [0.877, 0.069, -2.837], [2.824, -4.581, 0.206], [1.617, -6.709, 0.055], [-0.117, -7.036, -1.677], [-0.624, -5.218, -3.273], [0.591, -3.088, -3.144], [4.274, -4.301, -1.743], [6.638, -4.854, -1.483], [8.221, -3.173, -0.592], [7.411, -0.906, -0.020], [5.058, -0.320, -0.328], [6.758, 1.762, 4.072], [5.134, 1.444, 3.160], [4.943, 0.252, 2.491], [3.747, 0.035, 1.821], [2.740, 0.984, 1.794], [2.949, 2.171, 2.489], [4.139, 2.405, 3.162], [5.714, -0.507, 2.484], [3.634, -0.889, 1.288], [2.204, 2.944, 2.541], [4.284, 3.339, 3.688]], "lowdin_charge": [1.545, -0.017, -0.268, 0.037, -0.247, -0.002, 0.048, -0.027, -0.516, 0.056, -0.035, -0.288, -0.007, 0.042, -0.238, 0.000, 0.044, -0.003, -0.307, -0.017, 0.036, -0.252, -0.008, 0.100, 0.079, 0.031, 0.123, 0.089, 0.089, 0.084, 0.118, 0.045, 0.089, 0.099, 0.126, 0.090, 0.086, 0.087, 0.025, 0.093, 0.085, 0.118, 0.087, 0.083, 0.081, 0.096, -0.540, -0.213, 0.674, -0.257, -0.311, -0.219, -0.011, -0.044, -0.046, 0.012, -0.154, 0.130, 0.115, 0.114, 0.130, -0.571, 1.307, -0.311, -0.073, -0.057, -0.058, -0.050, -0.105, -0.281, -0.123, -0.059, -0.061, -0.058, -0.086, -0.279, -0.111, -0.061, -0.057, -0.051, -0.094, 0.105, 0.112, 0.111, 0.111, 0.069, 0.098, 0.113, 0.112, 0.112, 0.099, 0.096, 0.113, 0.113, 0.117, 0.077, 0.759, -0.686, -0.111, -0.133, -0.254, -0.089, -0.103, 0.106, 0.041, 0.084, 0.109]}

2.
{"formula": "C46H45BBaN11O2S3", "method": "ωB97M-V with the def2-TZVPD basis set", "homo_lumo_gap_ha": [0.17609, 0.16642], "e_above_lowest_ev": 4.538, "charge": -1, "homo_ev": [-2.8, -2.5], "e_tot_ev": -102797.687, "lumo_energy_ev": [1.991, 1.988], "largest_force_ev_per_a": 3.3, "elements": ["Ba", "C", "C", "C", "C", "N", "C", "N", "C", "N", "C", "N", "C", "C", "C", "C", "C", "N", "C", "C", "C", "C", "C", "C", "H", "H", "H", "H", "H", "H", "H", "H", "H", "H", "H", "H", "C", "N", "C", "C", "N", "B", "N", "C", "C", "N", "C", "C", "S", "C", "S", "H", "H", "H", "H", "H", "H", "H", "H", "H", "H", "H", "H", "C", "C", "O", "S", "C", "C", "C", "C", "C", "C", "C", "C", "H", "H", "H", "H", "H", "H", "H", "C", "C", "N", "C", "C", "C", "O", "C", "C", "C", "C", "N", "C", "H", "H", "H", "H", "H", "H", "H", "H", "H", "H", "H", "H", "H", "H"], "xyz": [[0.648, -0.254, -0.273], [-0.610, -1.484, -4.952], [-0.646, -2.864, -4.740], [-0.696, -3.343, -3.461], [-0.698, -2.431, -2.375], [-0.632, -1.092, -2.597], [-0.594, -0.662, -3.847], [-0.681, -2.871, -1.123], [-1.195, -2.082, -0.168], [-0.544, -1.845, 0.977], [-1.258, -0.931, 1.693], [-0.828, -0.500, 2.877], [-0.967, 0.723, 3.311], [-1.007, 0.978, 4.697], [-1.465, 2.168, 5.202], [-1.956, 3.121, 4.283], [-1.733, 2.948, 2.957], [-1.013, 1.876, 2.453], [-2.480, -0.613, 1.011], [-3.624, 0.116, 1.340], [-4.674, 0.140, 0.447], [-4.608, -0.555, -0.770], [-3.513, -1.335, -1.086], [-2.443, -1.364, -0.200], [-0.573, -1.066, -5.945], [-0.634, -3.541, -5.586], [-0.738, -4.397, -3.234], [-0.528, 0.411, -3.966], [-0.784, 0.141, 5.338], [-1.541, 2.340, 6.265], [-2.514, 3.980, 4.621], [-2.143, 3.622, 2.218], [-3.686, 0.638, 2.287], [-5.576, 0.691, 0.681], [-5.443, -0.489, -1.454], [-3.487, -1.921, -1.998], [-2.726, 2.803, -0.614], [-2.040, 2.809, -1.874], [-2.679, 2.770, -3.085], [-1.726, 2.874, -4.042], [-0.512, 2.969, -3.435], [0.776, 3.160, -4.309], [2.058, 3.151, -3.470], [2.780, 4.274, -3.159], [4.020, 3.907, -2.770], [4.063, 2.534, -2.816], [5.237, 1.718, -2.740], [2.845, 2.080, -3.232], [2.494, 0.454, -3.353], [-0.712, 2.916, -2.120], [0.614, 3.010, -0.993], [-3.798, 2.851, -0.797], [-2.421, 3.670, -0.030], [-2.508, 1.894, -0.050], [-3.739, 2.652, -3.161], [-1.803, 2.902, -5.108], [0.807, 2.270, -5.103], [0.671, 4.236, -4.818], [2.351, 5.253, -3.235], [4.866, 4.483, -2.456], [6.030, 2.272, -2.240], [5.557, 1.439, -3.749], [5.012, 0.798, -2.198], [-2.643, 8.085, 2.651], [-1.644, 9.172, 2.934], [-1.935, 10.298, 3.247], [0.075, 8.731, 2.849], [0.084, 7.070, 2.206], [0.360, 5.986, 3.030], [0.348, 4.711, 2.516], [0.013, 4.463, 1.167], [-0.184, 5.586, 0.341], [-0.136, 6.865, 0.845], [-0.062, 3.111, 0.660], [-0.332, 1.892, 1.265], [-2.345, 7.470, 1.809], [-3.609, 8.545, 2.456], [-2.719, 7.443, 3.529], [0.605, 6.150, 4.069], [0.629, 3.884, 3.148], [-0.366, 5.450, -0.719], [-0.280, 7.716, 0.190], [1.446, -4.870, 0.499], [2.856, -4.819, -0.085], [3.887, -5.075, 0.902], [4.045, -6.441, 1.372], [3.488, -6.642, 2.780], [4.775, -4.169, 1.369], [5.701, -4.496, 2.102], [4.639, -2.746, 0.945], [5.806, -2.067, 0.564], [5.722, -0.726, 0.238], [4.487, -0.101, 0.296], [3.370, -0.736, 0.663], [3.458, -2.016, 0.998], [0.737, -4.421, -0.194], [1.393, -4.307, 1.427], [1.146, -5.896, 0.698], [3.037, -3.844, -0.539], [2.953, -5.572, -0.876], [5.115, -6.675, 1.383], [3.542, -7.105, 0.665], [4.040, -6.019, 3.480], [3.599, -7.683, 3.077], [2.437, -6.371, 2.822], [6.743, -2.602, 0.541], [6.603, -0.175, -0.058], [4.372, 0.949, 0.061], [2.534, -2.456, 1.343]], "lowdin_charge": [1.837, -0.104, -0.104, -0.036, -0.431, -0.030, -0.219, 0.061, -0.570, -0.152, -0.476, 0.152, -0.298, -0.033, -0.109, -0.106, -0.122, -0.042, -0.143, -0.049, -0.125, -0.112, -0.024, -0.144, 0.087, 0.095, 0.096, 0.068, 0.103, 0.086, 0.096, 0.117, 0.109, 0.092, 0.087, 0.113, -0.001, -0.060, -0.029, -0.068, 0.003, -0.469, -0.065, -0.099, -0.061, -0.137, -0.069, -0.807, 0.618, -0.461, 1.018, 0.101, 0.085, 0.075, 0.122, 0.126, 0.073, 0.076, 0.117, 0.110, 0.091, 0.097, 0.036, -0.051, -0.761, -0.012, 1.014, -0.570, -0.091, -0.037, -0.276, -0.059, -0.125, -0.554, -0.261, 0.059, 0.085, 0.093, 0.106, 0.122, 0.093, 0.109, -0.070, -0.199, -0.059, -0.202, -0.068, -0.423, 0.052, -0.097, 0.017, -0.047, -0.143, -0.033, -0.102, 0.044, 0.069, 0.070, 0.110, 0.122, 0.118, 0.117, 0.071, 0.070, 0.065, 0.122, 0.106, 0.110, 0.107]}